Record 1
Density functional theory data (ωB97M-V/def2-TZVPD) for C4H6N2 in the gas phase in a non-equilibrium geometry.

Its maximum force is 0.0233 hartree/bohr. Its charge is 0. Its multiplicity is 1. As for the energy relative to the best compared isomer or geometry (same formula, charge and spin): 35.6 kcal/mol. Its SMILES is C[C@H]1N[C@H]1C#N.

The geometry in XYZ format:
```
12
Properties=species:S:1:pos:R:3:forces:R:3:mulliken_charge:R:1
N 2.49039 1.12272 -0.71797 -0.74 -0.77 0.55 -0.438
N 0.03601 -1.38358 -0.61780 -0.04 -0.01 -0.20 -0.590
C -1.16624 0.83566 0.07183 -0.01 0.05 -0.07 -1.196
C 0.93062 -0.68876 0.31979 0.15 0.02 0.23 -0.076
C 1.79477 0.33676 -0.22754 0.56 0.73 -0.39 0.120
C -0.54339 -0.49671 0.37787 -0.13 0.14 0.20 0.192
H -0.49954 1.45744 -0.53382 -0.13 -0.08 0.01 0.344
H 0.08094 -0.92135 -1.52532 0.02 -0.06 0.11 0.309
H -2.12360 0.72514 -0.44558 0.11 -0.01 0.06 0.305
H -1.02976 -1.06477 1.16928 0.05 0.14 -0.07 0.366
H -1.34565 1.35682 1.01781 -0.01 0.00 -0.17 0.304
H 1.37545 -1.27937 1.11145 0.18 -0.16 -0.27 0.360
```
Forces are in eV/Å.

Record 2
Density functional theory data (ωB97M-V/def2-TZVPD) for a molecular structure, C24H22ClNO4 in a non-equilibrium geometry.

Its maximum force is 0.3791 hartree/bohr. Its charge is 0. Its multiplicity is 1.

The geometry in XYZ format:
```
52
Properties=species:S:1:pos:R:3:forces:R:3:mulliken_charge:R:1
Cl 7.32137 3.02553 1.68078 -0.26 -0.25 -0.29 -0.213
O -3.48757 3.65793 -2.31062 -0.08 -0.10 2.03 -0.618
O 2.38230 0.09966 -1.67536 -1.75 -2.82 4.67 -0.665
O 0.87536 -0.65128 -0.21591 -7.72 -1.86 5.86 -0.204
O 4.24168 -1.60586 -0.36269 1.86 1.97 1.05 -0.317
N -4.62452 2.35852 -0.79010 0.92 -1.76 0.68 -0.116
C -3.54531 2.83597 -1.41030 3.40 -5.14 -2.81 0.303
C 1.96453 -0.60142 -0.64143 12.03 2.01 -7.98 0.286
C -5.78812 -0.85516 1.55040 -3.12 -0.36 2.83 0.797
C 6.92312 -1.04754 -1.27886 -3.36 -10.45 -4.20 -1.256
C -1.50230 1.36121 -2.07207 8.83 -5.40 -10.41 -0.041
C -2.31393 1.56740 -1.20063 -9.04 7.63 14.07 -0.630
C -0.87415 0.52481 0.57726 -7.96 6.10 7.62 -0.324
C 2.89993 -1.74558 -0.01993 0.45 0.36 -9.16 0.119
C 6.93215 0.70782 0.06358 -1.19 7.40 5.07 -0.921
C 4.33633 0.57710 0.82288 -7.01 -10.34 -2.26 -0.146
C 5.00300 1.53779 1.21091 4.08 11.33 7.75 -0.271
C -5.04268 1.12690 -0.16708 -4.73 10.39 5.34 0.262
C 4.95854 -0.48672 0.08939 -3.13 0.16 -0.27 0.582
C -2.04974 1.41035 0.31711 4.76 -4.70 -8.82 -0.331
C -6.36780 -1.99572 2.47118 -1.60 -0.93 -7.70 -1.518
C -4.90900 -0.95308 0.46505 -4.00 -6.95 6.34 -0.817
C 2.57794 -2.95286 -1.09176 -2.44 -4.48 18.69 -1.762
C -4.58435 -0.02246 -0.31931 5.55 -1.59 -6.60 0.310
C 6.22389 -0.32709 -0.38119 -1.22 2.84 1.71 1.029
C 6.37663 1.77971 0.96375 -1.32 -4.16 -2.05 -0.008
C -0.19468 0.15548 -0.38255 4.12 -1.96 -13.37 0.000
C -0.43547 0.46360 -1.95785 -4.14 2.64 11.34 -0.732
C -6.47995 0.31850 1.97021 13.39 0.17 -14.17 -1.289
C -6.01848 1.42108 1.08353 0.80 -0.89 -1.86 -0.353
H 2.77675 -2.89478 -1.95477 2.62 1.23 -11.93 0.618
H -0.67510 0.50212 1.66207 0.55 -0.76 -0.79 0.407
H -1.60828 1.45935 -3.14314 -0.93 1.34 -0.22 0.302
H 6.31644 -1.31444 -2.39874 1.49 0.69 3.44 0.166
H -4.69585 -1.95001 0.16201 0.61 -0.88 0.26 0.425
H 1.62115 -3.32974 -0.65784 -0.02 0.36 -1.73 0.463
H -3.84817 -0.31949 -1.08791 -0.64 0.65 0.11 0.357
H -7.50238 -2.29704 2.05365 3.10 0.52 0.83 0.233
H 2.73327 -1.99122 0.91707 -1.05 -1.12 4.60 0.791
H 0.08702 0.16632 -2.70171 3.84 -2.18 -4.42 0.840
H -5.27195 3.02504 -0.86778 -3.94 2.78 -0.10 0.175
H 3.20250 0.30531 1.21802 3.12 1.19 -1.02 0.048
H 6.89199 -2.21823 -0.59279 0.47 2.65 -2.71 0.157
H 4.42394 2.34435 2.23817 1.80 -2.29 -3.55 0.067
H 7.87914 -0.91556 -1.55170 3.30 1.19 -0.34 0.539
H -2.51140 1.96364 0.97645 -2.61 2.32 3.50 0.827
H 7.86241 1.11938 -0.12280 2.35 -0.80 -1.42 0.409
H -6.37245 2.53230 1.14533 0.59 -2.24 0.08 0.213
H -5.67967 -2.76775 2.31207 0.49 -1.86 0.72 0.454
H 3.21925 -4.10022 -0.45444 -1.27 3.56 -2.33 0.234
H -6.54438 -1.64677 3.36788 -0.26 1.43 4.78 0.443
H -7.10293 0.64287 2.49249 -9.74 3.36 9.17 0.675
```
Forces are in eV/Å.

Record 3
Density functional theory data (ωB97M-V/def2-TZVPD) for 2 unconnected molecules or ions with the total composition CH2N2OS2 in a non-equilibrium geometry.

Its maximum force is 0.0715 hartree/bohr. Its charge is 0. Its multiplicity is 1. As for the energy relative to the best compared isomer or geometry (same formula, charge and spin): 70.3 kcal/mol.

The geometry in XYZ format:
```
8
Properties=species:S:1:pos:R:3:forces:R:3:mulliken_charge:R:1
S -1.15405 1.21888 -0.05151 -1.70 -0.22 -0.32 -0.226
S 0.16609 -1.00361 -1.57480 -0.44 -0.02 0.21 -0.349
O 1.37835 0.49854 3.39544 -1.88 0.28 -3.14 -0.164
N 0.68977 0.78762 2.52007 1.43 -1.04 1.43 0.380
N 0.65009 -0.45243 0.87890 -0.55 1.71 3.15 -0.444
C -0.10771 -0.16888 -0.14849 1.17 -0.53 -1.65 0.356
H -2.12632 0.72298 -0.94099 1.26 0.54 0.84 0.183
H 1.52551 -0.91011 0.81176 0.71 -0.71 -0.52 0.265
```
Forces are in eV/Å.

Record 4
Density functional theory data (ωB97M-V/def2-TZVPD) for 11 unconnected molecules or ions with the total composition C20H60NO23 in a non-equilibrium geometry.

Its maximum force is 0.0471 hartree/bohr. Its charge is -1. Its multiplicity is 1. As for the energy relative to the best compared isomer or geometry (same formula, charge and spin): 0.0 kcal/mol.

The geometry in XYZ format:
```
104
Properties=species:S:1:pos:R:3:forces:R:3:mulliken_charge:R:1
O -4.40498 -0.89808 2.40110 -0.85 -0.54 -1.43 -0.606
O -1.57664 3.31804 -2.36152 -0.30 0.64 0.22 -0.720
O -3.28375 -3.85673 0.58783 -0.60 -0.21 -0.50 -0.610
O 0.70790 -4.08852 4.71330 0.11 0.03 0.28 -0.564
O 1.71375 -5.59095 -3.38488 0.20 0.18 -0.61 -0.558
O 5.59670 -1.97780 -0.48948 0.14 -0.50 0.36 -0.566
O 0.08783 -0.79195 -0.59224 -0.05 0.42 0.17 0.174
O 0.60770 -3.39000 -1.69435 -0.10 -0.88 0.43 -0.390
O -0.75128 1.51416 3.72356 0.37 -0.24 0.53 -0.775
O 2.04490 4.81944 -3.12361 0.18 0.21 -0.20 -0.633
O 1.00148 1.06739 0.03360 -0.28 -0.40 0.24 0.007
O -1.98600 -1.13275 -5.93266 0.17 -0.05 0.32 -0.571
O -2.61645 0.06040 5.49407 -0.47 -0.18 0.34 -0.653
O -0.53820 5.13224 -0.15544 0.03 0.04 0.32 -0.571
O 1.37915 -1.15323 4.54742 -0.02 0.07 0.43 -0.598
O -3.62171 -2.87592 -2.06240 -0.40 -0.20 -0.09 -0.558
O 1.96104 1.69334 2.65992 0.39 0.00 -0.39 -0.424
O -0.57625 0.17358 1.22617 2.18 -0.13 -0.29 0.889
O -1.08797 1.13273 -4.24141 0.05 0.05 -0.40 -0.496
O -3.38591 1.75478 1.25514 -1.27 -0.01 -1.49 -0.561
O 3.85568 2.53308 -2.56755 -0.10 0.41 0.25 -0.593
O 0.22804 4.07681 3.18026 0.57 -0.23 -0.15 -0.637
O 3.12209 -0.45346 -1.32250 0.32 -0.17 -0.17 -0.544
N 0.16331 0.15963 0.22645 0.50 -0.30 0.05 -0.414
C 2.43649 -4.83963 -2.44017 -0.28 -0.01 1.95 -0.969
C 1.19343 -3.37420 3.59612 -0.42 0.14 -0.63 -0.648
C -1.27203 3.93610 0.03706 -1.11 -0.60 -1.58 -0.574
C 3.83728 -0.28814 -0.11163 -0.86 -0.88 0.82 0.739
C -4.18167 -0.56307 1.03567 -0.96 0.36 -0.78 -0.658
C -2.79149 0.23497 4.10871 1.42 0.44 -0.85 0.069
C -2.34237 -2.98713 -0.01402 1.42 0.30 0.52 0.364
C 2.35621 3.04781 2.53012 0.20 0.70 0.69 -0.937
C 5.29664 -0.62327 -0.28614 -0.15 1.52 -1.00 -0.981
C 1.18110 3.92712 2.12339 -0.31 -0.15 0.27 0.855
C 1.81761 3.46106 -3.49396 -0.09 0.37 0.49 -0.483
C 1.94820 -3.43137 -2.16574 -0.77 0.93 -1.38 0.519
C -0.98026 2.99561 -1.12949 0.91 -0.15 0.73 2.566
C -1.09768 -0.23806 -3.91576 0.63 -1.43 1.53 0.090
C -2.20589 -1.08077 -4.48881 -0.54 0.84 -1.90 -0.379
C 0.75633 -1.91709 3.53184 0.31 -0.26 0.10 0.904
C -2.34912 -3.17901 -1.52087 0.23 0.48 0.73 0.500
C -3.05675 0.42681 0.84151 -0.02 -0.35 0.14 0.384
C 2.42977 2.50221 -2.48879 0.14 -0.76 -0.94 1.259
C -2.16842 1.52547 3.60102 0.16 -0.10 -0.15 0.117
H 5.60401 -0.00152 -1.14178 0.23 -0.23 -0.04 0.343
H 0.75134 3.28112 -3.65304 -0.04 -0.08 0.22 0.158
H -0.50662 1.25036 -4.99877 -0.18 0.04 -0.09 0.310
H -2.40175 1.66699 2.54249 0.24 0.29 1.46 -0.182
H -2.35226 4.13205 0.01554 0.03 0.16 0.28 0.412
H 3.68542 0.70907 0.31544 0.30 0.16 -0.22 0.010
H -2.65443 0.43063 -0.17799 -0.44 -0.07 -0.20 0.365
H -2.17374 0.14343 1.42053 -1.49 -0.08 -0.09 -0.500
H 2.09943 2.60626 -1.45429 -0.13 0.29 -0.13 -0.718
H -0.31656 -1.81259 3.70659 -0.01 -0.20 -0.07 0.027
H 0.98870 -6.03957 -2.94766 -0.10 0.17 0.11 0.329
H -5.11117 -0.15628 0.61199 -0.04 0.19 0.01 0.316
H 3.50090 -4.81640 -2.67284 -0.07 0.03 -0.47 0.330
H -3.06030 -4.07959 1.49085 0.20 0.23 0.14 0.373
H 0.43265 -2.47928 -1.43250 -0.01 0.02 0.18 0.182
H 5.86657 -0.23482 0.55765 -0.03 -0.37 0.23 0.400
H -1.03659 3.36618 0.93778 -0.05 0.38 0.12 0.118
H 0.66686 3.44499 1.28030 0.65 0.28 0.00 -0.645
H 2.70943 3.40166 3.50534 -0.24 -0.25 0.16 0.339
H 2.17904 -0.48648 -1.10135 0.08 0.22 -0.12 -0.110
H -2.54257 2.36643 4.18594 0.01 0.13 0.00 0.458
H 1.74718 1.40514 1.75225 -0.14 0.00 0.22 -0.069
H -2.26105 -2.10743 -4.13620 0.24 0.15 0.55 0.263
H 1.48200 4.94694 1.86888 0.20 -0.21 -0.22 0.424
H -1.97528 -4.17285 -1.78140 -0.28 -0.08 -0.04 0.227
H 1.87848 -2.87245 -3.11333 0.78 -0.06 -0.02 0.147
H 2.30595 3.31626 -4.45915 0.15 -0.02 0.06 0.455
H 3.24803 3.18728 1.90538 -0.28 -0.19 -0.53 0.352
H -1.26837 2.68053 -3.01595 -0.13 -0.25 -0.06 0.320
H -1.67971 -0.12508 5.62211 0.01 0.17 0.03 0.370
H 3.41229 -0.98977 0.62598 0.12 0.05 0.11 0.033
H -1.65656 -2.45842 -1.95062 0.01 -0.03 0.00 -0.654
H 2.57890 -2.87338 -1.47086 0.42 -0.34 -0.12 0.046
H -3.80510 0.14910 3.71065 0.91 0.58 2.17 0.077
H -1.33383 -3.13441 0.39056 0.06 -0.51 -0.30 0.363
H 2.14333 1.50150 -2.82286 0.05 -0.10 0.27 -0.068
H 0.96244 -1.55365 2.51920 0.07 0.20 0.09 -0.504
H -2.27093 -0.56680 3.55981 -0.12 -0.08 0.20 -0.080
H 0.77682 -3.87002 2.71291 0.09 -0.10 0.08 0.256
H 1.35422 5.11739 -2.52338 -0.12 -0.18 0.10 0.349
H -3.17962 -0.59039 -4.39545 0.06 -0.05 0.66 0.311
H 4.09896 3.43717 -2.32934 0.10 -0.09 -0.08 0.345
H -0.65262 5.66775 0.63671 0.07 0.02 -0.02 0.362
H -0.15009 -0.75001 -4.12933 0.07 0.34 -0.53 0.270
H -0.40586 1.00245 2.97304 0.09 0.24 0.21 0.201
H -2.81319 -1.42886 -6.31976 0.06 -0.02 -0.12 0.312
H 2.23178 -0.80578 4.27293 -0.09 0.06 -0.29 0.347
H -1.25407 1.98614 -0.80513 -0.16 0.03 -0.09 -1.048
H 2.37512 -5.34169 -1.46379 0.11 -0.15 -0.02 0.388
H 5.41125 -2.23731 -1.39434 -0.20 0.23 -0.07 0.330
H -1.09385 -0.32502 -2.82187 -0.46 0.23 -0.01 -0.165
H 0.11557 3.00877 -1.19294 -0.11 -0.16 -0.24 -1.045
H 1.09461 -3.69718 5.50514 -0.08 0.08 -0.07 0.322
H -4.28173 -3.31851 -1.51346 0.08 -0.03 -0.07 0.356
H -4.01547 -1.46038 0.44043 -0.20 0.16 0.58 0.343
H 0.07383 3.16847 3.50736 -0.44 0.03 0.06 0.440
H -4.77983 -0.09719 2.78524 -0.46 -0.38 -0.36 0.405
H -2.50817 -1.94458 0.28270 -0.01 -0.44 -0.54 -0.649
H 2.28685 -3.43089 3.52524 0.00 0.03 0.03 0.346
H -3.96847 2.12287 0.58161 -0.04 0.14 -0.05 0.451
```
Forces are in eV/Å.

Number 1: calculated total energy -7224.0469 eV. Number 2: calculated total energy -47427.0346 eV. Number 3: calculated total energy -27763.2423 eV. Number 4: calculated total energy -70288.7117 eV.